Density functional theory data (ωB97M-V/def2-TZVPD) for C37H46N2PSi2Ti as an isolated structure.

For the HOMO energy (spin up / spin down), the calculation gives -0.506 / -0.513 Eh. Its expectation value of S² is 0.759. The value obtained for the total energy is -3316.4453 hartree. The total charge is +2. Its frontier orbital gap (spin up / spin down) is 7.68 / 7.85 eV. Its spin multiplicity is 2. For the energy above the lowest of the compared OMol25 structures with the same formula, charge and spin, the calculation gives 0.668 eV.

Last column: Löwdin charge in e.
CARTESIAN COORDINATES (ANGSTROEM)
H (4.248, -3.031, 0.482)  0.038
C (0.465, 2.409, -1.781)  -0.375
H (1.011, -1.455, -3.227)  0.065
H (0.965, 1.327, 2.208)  0.083
H (0.698, -4.612, -0.573)  0.038
H (2.069, -1.267, 4.240)  0.129
C (-2.342, 1.882, -2.266)  -0.362
H (-2.132, 4.383, 3.740)  0.123
Si (1.269, -3.560, 1.617)  0.479
C (0.994, 3.577, -1.233)  -0.075
C (4.433, -2.083, 0.998)  -0.168
C (1.047, -0.999, 3.991)  -0.003
Si (2.983, -0.948, 0.929)  0.465
C (-4.430, 2.251, -4.079)  -0.048
H (2.497, -3.567, 3.785)  0.040
C (1.309, -1.641, 1.466)  -0.392
H (0.700, 0.908, -3.309)  0.093
H (-4.343, -1.080, -2.149)  0.124
H (2.361, -5.171, 3.061)  0.057
H (0.189, -2.621, -1.044)  0.084
H (2.959, 0.881, 2.700)  0.031
H (0.484, -0.507, 5.998)  0.130
H (-2.572, -0.996, -3.849)  0.137
C (-3.327, -1.338, -1.872)  -0.050
N (-0.675, -0.787, 2.372)  -0.051
H (-0.246, 2.785, 3.566)  0.126
C (2.150, 4.138, -1.771)  -0.046
C (1.102, 1.818, -2.874)  -0.129
H (-0.877, -4.822, 1.615)  0.051
C (-1.158, -0.272, 4.634)  -0.027
C (2.773, 3.545, -2.862)  -0.047
H (-5.722, 1.625, -2.480)  0.119
H (-1.085, -3.328, 2.548)  0.018
H (-3.840, -1.825, 0.155)  0.126
C (-0.636, 2.358, 1.498)  -0.318
H (1.160, 1.896, 0.705)  0.081
H (-2.908, 2.855, -5.467)  0.119
H (-0.228, -1.145, -4.464)  0.092
H (2.715, 1.933, -4.284)  0.121
C (-2.437, 3.547, 0.467)  -0.045
C (-1.927, 3.889, 2.796)  -0.038
C (-0.381, -4.126, 2.303)  -0.148
H (2.551, 5.050, -1.345)  0.118
H (3.570, -4.038, 2.451)  0.021
C (0.610, -1.135, 2.677)  -0.417
C (-1.025, -1.677, -2.533)  -0.250
C (1.615, -4.363, -0.028)  -0.163
C (-2.689, 4.186, 1.674)  -0.040
C (3.451, 0.673, 1.742)  -0.150
H (-3.481, 4.924, 1.736)  0.122
H (-3.884, 1.277, -0.887)  0.110
C (-2.078, 2.317, -3.562)  -0.065
C (-3.122, 2.503, -4.464)  -0.048
H (2.266, -3.770, -0.682)  0.028
C (-0.880, 2.983, 2.706)  -0.017
C (2.577, -0.573, -0.875)  -0.153
C (-1.421, 2.596, 0.375)  -0.311
C (-3.048, -1.744, -0.578)  -0.037
C (2.240, 2.389, -3.421)  -0.053
C (-2.326, -1.300, -2.836)  -0.015
C (0.031, -1.759, -3.600)  -0.018
C (-1.756, -2.156, -0.253)  -0.169
H (3.280, 1.514, 1.063)  0.034
H (-1.601, -2.715, 0.659)  0.082
C (-3.662, 1.621, -1.888)  -0.141
H (-1.065, 2.541, -3.871)  0.098
H (2.603, -1.484, -1.483)  0.045
C (-0.747, -2.104, -1.223)  -0.156
H (0.493, 4.079, -0.412)  0.113
H (-2.538, -0.126, 2.996)  0.133
C (0.158, -0.581, 4.967)  -0.002
H (-0.199, -4.676, 3.234)  0.051
H (3.669, 3.989, -3.284)  0.120
C (2.551, -4.114, 2.836)  -0.157
C (-4.700, 1.815, -2.785)  -0.061
H (4.731, -2.303, 2.029)  0.047
H (-3.026, 3.797, -0.404)  0.115
H (0.123, -2.791, -3.949)  0.107
Ti (-0.188, -0.531, 0.456)  0.908
N (0.487, 1.451, 1.326)  0.034
H (1.570, -0.143, -0.983)  -0.022
H (5.281, -1.590, 0.505)  0.058
H (3.254, 0.159, -1.326)  0.061
H (-5.242, 2.397, -4.784)  0.120
H (2.134, -5.313, 0.164)  0.059
C (-1.535, -0.367, 3.318)  -0.081
H (-1.874, 0.042, 5.383)  0.126
P (-0.995, 1.570, -1.083)  1.113
H (4.525, 0.656, 1.955)  0.055

---

Density functional theory data (ωB97M-V/def2-TZVPD) for one molecule with the formula C3H5N3.

For the HOMO energy (spin up / spin down), the calculation gives -0.228 / -0.390 Eh. Its expectation value of S² is 2.017. The value obtained for the total energy is -281.3918 hartree. Its frontier orbital gap (spin up / spin down) is 6.94 / 8.43 eV. Its spin multiplicity is 3. For the energy above the lowest of the compared OMol25 structures with the same formula, charge and spin, the calculation gives 0.249 eV.

Last column: Löwdin charge in e.
CARTESIAN COORDINATES (ANGSTROEM)
N (-1.279, -0.015, -0.375)  -0.061
H (0.132, -1.360, -0.733)  0.182
H (1.542, -0.027, 1.218)  0.096
H (-3.178, -0.344, -1.099)  0.121
C (-2.272, -2.148, -1.361)  -0.283
H (1.561, 0.771, -0.227)  0.065
N (-0.023, -0.447, -0.183)  -0.069
C (-2.153, -0.799, -0.965)  -0.197
N (-2.550, -3.246, -1.588)  0.117
C (0.858, 0.446, 0.489)  -0.070
H (0.328, 1.334, 0.848)  0.099

---

Which of these has the highest energy above the lowest of the compared OMol25 structures with the same formula, charge and spin? C37H46N2PSi2Ti